A structure of composition C42H25ClF4N11O6Zr at a distorted geometry. Source: OMol25; level of theory: wB97M-V/def2-TZVPD.

## Properties
ΔE to the lowest compared entry with this formula, charge and spin = 5.384 eV
maximum force = 0.0524 Eh/bohr
LUMO level = -5.693 eV
total charge = +1

Cartesian coordinates (Å):
Zr 0.26 1.03 0.02
C -3.32 0.60 0.79
N -2.45 -0.51 0.42
C -2.80 -1.16 -0.82
C -1.59 -1.69 -1.50
N -0.37 -1.38 -1.24
C 0.49 -2.07 -2.24
C 2.69 -1.96 -2.39
C 2.57 -3.39 -2.79
C 0.90 -4.15 -4.75
C -0.34 -3.74 -4.07
C -0.50 -2.85 -3.10
N -1.76 -2.52 -2.55
C -2.93 1.79 -0.04
N -1.79 1.85 -0.70
C -1.87 3.04 -1.47
C -0.98 3.60 -2.39
C -1.37 4.76 -3.02
C -2.61 5.37 -2.75
C -3.49 4.83 -1.84
C -3.09 3.66 -1.21
N -3.73 2.82 -0.30
H -3.19 0.83 1.85
H -4.38 0.37 0.62
H -2.40 -1.18 1.18
H -3.26 -0.43 -1.49
H -3.52 -1.98 -0.68
H 3.59 -1.51 -2.01
H 3.37 -3.98 -2.35
H 0.79 -5.05 -5.33
H -1.24 -4.23 -4.42
H -2.63 -2.92 -2.85
H -0.03 3.14 -2.58
H -0.71 5.23 -3.74
H -2.89 6.27 -3.28
H -4.45 5.28 -1.63
H -4.62 3.01 0.14
O 0.37 3.00 0.22
C 1.29 3.85 0.67
C 0.89 5.03 1.29
C 1.82 5.90 1.82
C 3.19 5.64 1.71
C 3.60 4.52 1.04
C 2.67 3.61 0.52
C 3.11 2.48 -0.26
N 2.26 1.61 -0.65
N 2.59 0.56 -1.48
C 1.51 0.19 -2.13
O 0.38 0.85 -2.03
C 1.55 -1.08 -2.94
C 1.34 -0.80 -4.40
C 1.45 -1.66 -5.40
C 1.83 -3.09 -5.36
C 2.27 -3.90 -4.17
C 1.68 -2.86 -1.70
H -0.17 5.21 1.39
H 1.49 6.79 2.34
H 3.91 6.33 2.13
H 4.66 4.30 0.92
H 4.15 2.40 -0.58
H 1.04 0.22 -4.63
H 1.25 -1.29 -6.39
H 2.27 -3.41 -6.30
H 2.98 -4.66 -4.45
H 1.69 -3.27 -0.70
F 0.15 -2.17 1.89
C 0.08 -2.49 3.16
C -0.95 -3.25 3.54
F -1.79 -3.66 2.62
C -1.14 -3.66 4.92
C -0.06 -3.29 5.81
C 0.96 -2.53 5.42
F 1.86 -2.19 6.32
C 1.10 -2.04 4.07
C 2.11 -1.19 3.70
C 2.12 -0.55 2.41
N 2.14 -0.04 1.39
C 3.18 -0.81 4.58
N 4.08 -0.53 5.23
F -0.13 -3.67 7.07
C -2.27 -4.29 5.35
C -3.46 -4.34 4.53
N -4.41 -4.28 3.89
C -2.39 -4.87 6.65
N -2.50 -5.40 7.67
O 0.94 2.08 2.68
Cl -0.42 1.64 2.80
O -0.73 1.19 4.11
O -1.36 2.61 2.35
O -0.54 0.45 1.87

---

A structure of composition C42H27IrN8O2. Source: OMol25; level of theory: wB97M-V/def2-TZVPD.

## Properties
maximum force = 0.0061 Eh/bohr
LUMO level (spin up / spin down) = -4.609 / -5.667 eV
total charge = +1
multiplicity = 2

Cartesian coordinates (Å):
Ir -0.80 -0.41 0.56
C 0.92 -6.22 -1.98
C 0.77 -6.66 -0.67
C 0.35 -5.81 0.35
C 0.10 -4.50 0.00
C -0.34 -3.34 0.79
N -0.64 -3.40 2.07
C -1.06 -2.37 2.79
C -1.39 -2.45 4.21
C -1.38 -3.51 5.10
C -1.73 -3.24 6.42
C -2.05 -1.94 6.83
C -2.04 -0.88 5.93
C -1.71 -1.16 4.62
C -1.59 -0.31 3.44
N -1.77 1.00 3.45
C -1.66 1.79 2.40
N -1.34 1.43 1.12
C -1.39 2.52 0.30
N -1.22 2.55 -1.00
C -0.89 1.50 -1.74
N -0.62 0.23 -1.32
C -0.37 -0.57 -2.40
N -0.09 -1.86 -2.39
C -0.09 -2.62 -1.32
N -0.42 -2.26 -0.04
C 0.25 -4.05 -1.32
C 0.66 -4.89 -2.33
C -0.50 0.23 -3.61
C -0.38 -0.09 -4.95
C -0.62 0.92 -5.87
C -0.97 2.20 -5.47
C -1.08 2.53 -4.12
C -0.84 1.52 -3.21
C -1.75 3.68 1.11
C -1.92 5.01 0.78
C -2.24 5.89 1.81
C -2.40 5.43 3.12
C -2.23 4.09 3.45
C -1.90 3.23 2.42
N -1.26 -1.09 2.38
H 1.25 -6.91 -2.74
H 0.98 -7.70 -0.44
H 0.24 -6.15 1.36
H -1.12 -4.51 4.78
H -1.74 -4.04 7.15
H -2.30 -1.77 7.87
H -2.28 0.13 6.25
H 0.77 -4.54 -3.34
H -0.11 -1.10 -5.25
H -0.54 0.70 -6.93
H -1.14 2.96 -6.22
H -1.34 3.53 -3.80
H -1.81 5.35 -0.24
H -2.38 6.94 1.60
H -2.65 6.14 3.90
H -2.35 3.73 4.46
C 2.80 2.09 -4.36
C 2.62 1.63 -2.95
C 2.78 0.28 -2.61
C 2.60 -0.17 -1.31
C 2.90 -1.59 -0.93
C 2.23 0.76 -0.33
C 2.09 2.11 -0.63
C 1.81 3.11 0.46
C 2.28 2.53 -1.94
C 2.09 0.28 1.07
O 2.97 0.36 1.89
O 0.95 -0.33 1.46
H 3.43 1.40 -4.93
H 3.27 3.08 -4.39
H 1.84 2.16 -4.87
H 3.08 -0.42 -3.38
H 3.09 -2.20 -1.82
H 2.09 -2.05 -0.37
H 3.78 -1.63 -0.29
H 2.73 3.32 1.01
H 1.10 2.74 1.20
H 1.44 4.05 0.05
H 2.18 3.58 -2.18

---

A structure of composition C42H27N6O7Re at a distorted geometry. Source: OMol25; level of theory: wB97M-V/def2-TZVPD.

## Properties
ΔE to the lowest compared entry with this formula, charge and spin = 2.594 eV
maximum force = 0.0363 Eh/bohr
LUMO level (spin up / spin down) = -4.276 / -3.887 eV
total charge = +1
multiplicity = 2

Cartesian coordinates (Å):
Re 1.06 0.66 0.10
C 11.85 -5.91 4.13
O 11.05 -5.00 4.87
C 9.92 -4.54 4.31
C 9.46 -4.90 3.05
C 8.28 -4.37 2.57
C 7.53 -3.47 3.32
C 8.00 -3.12 4.59
C 9.18 -3.64 5.08
C 6.29 -2.94 2.78
N 5.77 -3.24 1.62
C 4.63 -2.50 1.47
C 4.45 -1.72 2.61
N 5.50 -2.04 3.43
C 3.42 -0.79 2.98
C 2.93 -0.52 4.23
C 1.85 0.38 4.42
C 1.23 0.93 3.33
N 1.70 0.73 2.08
C 2.87 -0.01 1.93
C 2.81 -1.93 -0.29
N 2.03 -2.29 -1.32
C 2.19 -3.49 -1.85
C 3.15 -4.39 -1.39
C 3.93 -4.02 -0.31
C 3.78 -2.77 0.29
H 12.71 -6.13 4.75
H 12.19 -5.45 3.19
H 11.31 -6.83 3.91
H 10.02 -5.59 2.43
H 7.92 -4.64 1.58
H 7.45 -2.43 5.22
H 9.55 -3.38 6.06
H 5.73 -1.58 4.30
H 3.35 -1.02 5.09
H 1.47 0.59 5.41
H 0.33 1.53 3.42
H 1.54 -3.75 -2.68
H 3.26 -5.35 -1.86
H 4.67 -4.70 0.09
O 0.96 1.73 -1.63
C 0.19 0.79 -2.08
O -0.52 0.20 -1.21
C 0.29 0.32 -3.47
C 1.24 0.89 -4.31
C 1.40 0.36 -5.57
C 0.63 -0.69 -6.03
C -0.32 -1.21 -5.17
C -0.51 -0.73 -3.89
N -1.15 -2.35 -5.63
O -0.86 -2.85 -6.70
O -1.98 -2.77 -4.86
N 2.45 0.91 -6.45
O 2.68 0.31 -7.48
O 2.99 1.93 -6.09
H 1.87 1.70 -3.97
H 0.77 -1.10 -7.02
H -1.24 -1.18 -3.24
C 2.56 -0.55 0.12
C 3.56 0.35 0.70
C 4.58 1.16 0.38
C 4.92 1.39 -1.03
C 5.36 2.65 -1.45
C 5.55 2.92 -2.79
C 5.34 1.93 -3.74
C 4.94 0.66 -3.33
C 4.73 0.39 -1.99
C 5.33 1.83 1.47
C 4.66 2.45 2.53
C 5.38 3.03 3.56
C 6.77 2.99 3.55
C 7.44 2.38 2.50
C 6.73 1.82 1.45
H 5.51 3.43 -0.71
H 5.87 3.90 -3.10
H 5.49 2.14 -4.79
H 4.81 -0.12 -4.07
H 4.45 -0.61 -1.69
H 3.58 2.50 2.52
H 4.85 3.52 4.37
H 7.32 3.44 4.36
H 8.52 2.36 2.49
H 7.25 1.35 0.63